1.
Density functional theory data (ωB97M-V/def2-TZVPD) for 2 unconnected molecules or ions with the total composition C3H6O3.

Positions of all 12 atoms, in Å:
O  0.42  -1.67  -1.90
O  1.88  -3.33  -1.38
H  0.46  1.64  0.74
O  -1.73  0.30  0.25
H  -0.03  1.50  2.44
H  2.45  -1.67  -2.25
H  -2.52  1.79  1.27
C  -1.62  1.19  1.05
H  -0.15  -2.32  -1.47
C  -0.32  1.86  1.45
C  1.63  -2.22  -1.75
H  -0.47  2.93  1.55

Computed properties:
- SMILES: CC=O.O=CO
- Relative energy (zero: lowest compared OMol25 entry of this formula, charge and spin): 30.2 kcal/mol
- HOMO-LUMO gap: 10.886 eV

Atomic partial charges in e from the Mulliken method, atoms 1 to 4: -0.3621 -0.4674 0.2478 -0.4469

=====

2.
Density functional theory data (ωB97M-V/def2-TZVPD) for 8 unconnected molecules or ions with the total composition C17H53N9O8.

Positions of all 87 atoms, in Å:
H  1.46  3.68  1.64
C  2.41  1.32  -1.59
H  2.40  -0.27  2.25
H  2.26  -3.83  -1.21
H  3.04  3.44  2.28
H  1.83  0.64  -3.43
O  1.64  -4.15  0.76
H  3.80  -0.13  -2.36
H  3.83  1.17  3.39
C  2.53  -4.41  -0.33
H  -0.82  0.08  -3.12
N  -5.62  -0.91  -6.95
H  -6.45  1.00  1.39
C  4.72  0.62  3.08
C  -4.08  -0.92  -2.44
N  6.94  -0.02  3.61
O  4.28  -0.73  2.71
C  -5.01  -1.26  -4.58
H  1.98  0.49  -1.03
O  -0.97  -1.78  1.93
O  0.33  -0.99  6.34
H  -4.71  -0.89  -7.38
H  -0.90  -0.71  3.48
H  2.65  3.59  -1.24
C  5.82  0.75  4.10
H  0.25  -2.37  3.53
H  3.54  -0.10  1.03
H  5.36  0.30  4.98
H  6.64  -0.92  3.26
H  -5.47  -2.19  -4.28
H  6.23  2.87  3.55
H  0.85  1.72  -2.78
H  0.77  -0.96  -0.49
N  0.55  -1.45  0.37
N  1.83  1.50  -2.91
H  -3.99  1.05  3.46
H  -1.30  -0.20  -0.74
C  -0.08  -1.28  5.20
C  3.26  -0.80  1.82
H  2.62  -5.43  -0.70
H  -7.47  0.73  -6.32
H  -3.00  -1.00  -2.57
C  -0.63  -1.30  0.85
H  -2.40  -0.55  0.60
H  -3.23  -0.45  3.07
H  -4.11  -0.25  -1.57
H  3.58  -4.17  -0.15
H  -2.32  2.49  -2.51
H  6.98  2.37  4.97
H  4.49  0.75  -0.99
N  -3.96  0.22  2.88
H  -6.22  -0.35  -7.53
C  6.08  2.20  4.39
H  5.28  2.58  5.03
C  2.49  3.52  1.34
H  2.95  -1.82  1.58
H  -5.61  1.74  2.83
H  7.62  -0.20  4.33
C  -7.14  0.16  -5.45
H  2.92  4.39  0.84
C  3.82  0.83  -1.84
O  -4.85  -0.33  -3.46
H  1.18  -2.13  0.76
H  -7.19  0.70  -4.51
H  -7.76  -0.73  -5.32
H  -4.94  0.53  -5.68
N  -0.63  -0.41  4.41
N  0.17  -2.42  4.54
C  -5.64  -0.30  -5.68
O  2.79  2.41  0.53
H  -0.82  0.49  4.80
H  0.68  -3.17  4.99
C  -1.87  1.79  -3.22
C  -4.79  0.19  1.88
N  -5.68  1.12  2.03
O  -1.03  0.86  -2.60
H  4.33  1.53  -2.51
O  -4.82  -0.61  1.00
H  -2.66  1.15  -3.61
H  5.05  1.16  2.19
H  -4.04  -1.60  -4.94
H  1.57  -4.82  1.45
C  2.33  2.64  -0.80
N  -1.48  -0.59  0.17
H  -4.44  -1.89  -2.09
H  -1.26  2.23  -4.01
H  1.25  2.77  -0.73

Computed properties:
- SMILES: COC[C@H](C)N.COC[C@H](C)N.COC[C@H](C)N.NC(N)=O.NC(N)=O.NC(N)=O.CO.CO
- Relative energy (zero: lowest compared OMol25 entry of this formula, charge and spin): 50.1 kcal/mol
- HOMO-LUMO gap: 8.887 eV

Atomic partial charges in e from the Mulliken method, atoms 1 to 4: 0.3111 2.3136 0.3417 0.2410

=====

3.
Density functional theory data (ωB97M-V/def2-TZVPD) for a molecular structure, C15H50F3O13Y.

Positions of all 82 atoms, in Å:
H  3.64  1.96  2.13
C  3.57  -2.14  1.64
H  -3.78  -5.22  -2.46
H  -2.25  1.12  2.31
O  2.04  3.89  -4.70
H  -0.91  4.67  4.23
H  4.73  -0.38  -2.61
C  -5.45  1.11  1.25
H  2.95  4.09  -4.49
C  -0.78  -0.10  1.36
H  1.22  -1.04  0.07
C  5.28  -1.03  -1.93
H  -0.56  -4.46  -4.87
C  0.83  0.18  -1.54
H  1.97  3.23  -2.82
H  -2.97  -0.06  1.20
H  0.73  -1.16  4.28
H  1.98  -3.17  1.43
O  -3.19  -1.73  -0.97
H  -2.33  -0.53  2.82
H  4.51  -2.66  1.46
C  2.62  1.78  1.78
H  -0.35  0.91  1.35
H  7.15  -0.93  -1.51
O  -2.98  4.59  3.87
H  2.33  1.12  3.65
H  2.77  0.77  1.39
C  0.43  -1.06  -0.67
H  2.24  2.52  1.07
O  2.56  -2.94  2.16
O  0.24  -2.32  -1.27
O  -6.67  1.84  1.16
O  6.40  -0.34  -1.45
H  -5.12  1.12  2.29
H  2.11  1.98  -4.00
O  1.84  1.62  3.00
O  -0.21  -4.01  -4.10
H  -4.11  -1.20  -2.73
O  -2.12  -3.99  -1.97
H  1.44  -3.46  -5.13
H  2.13  -2.20  4.77
H  -0.08  -0.58  2.04
H  3.85  -1.34  2.32
H  -2.81  -0.11  -2.10
H  -2.75  -5.33  -3.65
H  -5.64  0.07  0.96
C  -3.67  -0.74  -1.84
Y  0.15  -4.61  -1.84
F  0.00  0.14  -2.64
H  3.24  -0.55  5.60
H  0.78  -2.24  -3.93
H  -1.76  3.20  4.87
H  -1.55  3.41  3.14
H  4.51  -1.27  -1.19
C  0.56  -3.01  -4.67
O  0.14  4.53  1.16
C  -2.19  0.09  1.94
H  -6.84  1.86  0.21
C  -1.71  3.94  4.08
H  -2.47  -1.35  -0.45
H  -1.16  3.23  0.05
H  0.94  -1.37  5.86
C  -3.10  -4.55  -2.98
H  -3.18  5.08  4.67
H  -2.51  -3.21  -1.58
H  0.17  3.82  1.80
F  2.11  0.16  -1.98
H  5.47  -1.91  -2.55
H  0.56  2.60  -3.73
H  -4.45  -0.12  -1.39
H  -3.57  -3.81  -3.63
F  0.64  1.32  -0.88
H  -4.79  1.50  0.47
C  1.60  2.92  -3.80
O  -0.84  -0.84  0.06
O  2.53  -0.22  5.06
H  3.30  -1.77  0.65
C  1.57  -1.29  4.97
H  0.35  3.68  -0.66
H  0.09  -2.59  -5.56
C  -0.42  4.04  0.03
H  -1.04  4.85  -0.34

Computed properties:
- Relative energy (zero: lowest compared OMol25 entry of this formula, charge and spin): 61.6 kcal/mol
- Net charge: +2
- HOMO-LUMO gap: 3.309 eV

Atomic partial charges in e from the Mulliken method, atoms 1 to 4: 0.4913 0.1248 0.3497 0.1552